No. 1
C25H36N8O2RuS | ωB97M-V/def2-TZVPD

Values from the calculation:
E_tot ... -55915.4574 eV
Charge ... +3
2S+1 ... 6

Structure (XYZ):
```
73
Properties=species:S:1:pos:R:3:forces:R:3
Ru 0.28039 0.37850 -1.39110 -0.3 1.3 -0.4
C 0.74369 -6.77430 -0.29270 -0.1 0.0 0.0
C 0.64789 -5.30190 -0.18050 0.2 -0.2 0.0
C 1.05149 -4.64830 0.99250 0.0 0.9 0.5
C 0.88569 -3.27800 1.18910 0.1 -0.7 0.4
C 1.31629 -2.73900 2.43670 1.0 -0.8 -0.4
N 0.75869 -1.75550 3.14780 -0.2 1.4 0.7
C -0.65931 -1.45140 3.14620 -0.3 0.2 0.1
C -1.01711 0.01050 2.87660 0.1 -0.3 -0.1
C -0.57611 1.00630 3.96990 -1.1 -0.6 0.2
N 0.56759 1.79920 3.57650 0.4 2.2 -2.0
C 0.55339 2.67060 2.58100 -0.2 -1.5 1.4
C -0.66111 2.98890 1.82880 -0.2 -0.8 -1.3
C -1.63551 3.82430 2.33450 -0.6 0.3 -0.2
C -2.78721 4.14150 1.59540 0.6 -0.5 -0.3
C -3.78271 5.12530 2.08210 -0.5 0.1 0.3
C -2.98021 3.48900 0.37970 0.2 0.1 0.4
C -2.04951 2.59860 -0.15870 1.1 0.0 0.7
C -2.38571 1.91700 -1.38370 -0.2 0.0 -0.1
N -1.72141 0.99820 -1.97810 1.0 -0.2 0.9
C -2.22041 0.41140 -3.20140 -0.3 -0.3 -0.8
C -1.12191 0.36970 -4.26830 0.0 -0.1 0.3
C -0.14691 -0.80230 -4.06950 0.0 0.4 -1.0
N 0.03969 -1.15610 -2.67530 -0.1 -1.5 0.5
C -0.08251 -2.41190 -2.38230 0.0 0.5 -1.0
C 0.15279 -3.11790 -1.16410 0.0 -0.8 0.9
C 0.19919 -4.52020 -1.23850 -0.3 1.1 -0.8
C 0.39069 -2.45330 0.09510 -0.1 -0.3 -0.5
O 0.24359 -1.20700 0.24770 0.0 0.0 -0.1
C -0.80251 2.40070 0.52430 -2.0 1.4 0.8
O 0.17669 1.72730 0.05160 1.9 -1.2 0.1
H 0.63169 -7.25220 0.67820 0.0 0.0 0.0
H 1.73059 -7.05490 -0.67130 0.1 0.0 0.0
H 0.00659 -7.16380 -0.99130 0.0 -0.1 0.0
H 1.45279 -5.23840 1.80250 0.0 -0.1 0.1
H 2.18439 -3.21510 2.87520 -0.1 -0.1 0.1
H 1.23569 -1.52890 4.01220 -0.1 -0.2 -0.2
H -1.06361 -1.74250 4.12180 -0.1 -0.1 -0.1
H -1.13741 -2.06400 2.38100 0.0 0.0 0.1
H -2.10281 0.04250 2.79120 0.0 0.1 0.0
H -0.60071 0.29750 1.91170 0.0 0.0 0.1
H -0.32381 0.48160 4.88990 0.1 0.1 0.1
H -1.40631 1.67980 4.19190 0.2 0.0 0.1
H 1.41199 1.71510 4.12600 0.3 0.0 -0.1
H 1.48419 3.14420 2.30410 0.3 0.0 0.2
H -1.49191 4.28310 3.30090 0.0 0.1 0.2
H -3.35241 5.81380 2.80410 0.0 0.1 0.0
H -4.61511 4.60800 2.56600 0.0 0.1 0.1
H -4.20691 5.69010 1.25270 0.1 0.1 0.1
H -3.88691 3.68930 -0.17250 -0.1 0.0 -0.1
H -3.34821 2.22140 -1.80820 0.1 -0.1 -0.1
H -3.07491 0.98270 -3.57850 0.1 -0.1 0.1
H -2.55971 -0.61000 -2.98650 -0.1 0.2 0.0
H -0.57131 1.30990 -4.26420 -0.1 0.0 -0.1
H -1.58291 0.26590 -5.24880 0.0 0.0 0.0
H 0.83169 -0.52160 -4.47950 -0.2 -0.2 0.0
H -0.49681 -1.67870 -4.62490 0.1 0.1 0.1
H -0.33371 -3.08010 -3.20910 0.0 0.2 0.0
H -0.08401 -5.00860 -2.15930 0.0 0.0 -0.1
N 2.55059 0.30800 0.17910 0.1 0.0 0.2
N 3.84049 0.26900 -0.35760 0.4 0.1 0.3
C 4.01479 0.34020 -1.68830 -0.5 0.0 0.0
N 5.23909 0.39880 -2.18930 0.1 0.0 0.2
S 2.67679 0.34490 -2.72530 -0.5 0.0 -0.2
H 2.38449 1.16760 0.70500 0.1 -0.3 -0.3
H 2.35459 -0.50410 0.76450 0.2 0.2 -0.1
H 4.65559 0.29610 0.25460 -0.4 0.0 -0.1
H 6.06439 0.42430 -1.60720 0.0 0.0 -0.1
H 5.36959 0.40680 -3.19120 0.0 0.0 0.1
N 0.60549 2.80180 -2.56780 0.0 -0.2 -0.1
H 0.01169 3.15840 -3.31190 0.0 0.1 0.1
H 1.55259 2.79920 -2.93690 0.0 0.1 0.1
H 0.57189 3.48280 -1.81420 0.0 0.0 -0.1
```
Positions in Å, forces in eV/Å.

---

No. 2
C25H37BaFN4O3S2 | ωB97M-V/def2-TZVPD

Values from the calculation:
E_tot ... -63697.4954 eV
Charge ... +2

Structure (XYZ):
```
73
Properties=species:S:1:pos:R:3:forces:R:3
Ba 1.39974 0.55388 -0.19748 0.0 -0.3 0.6
S -0.97859 2.72006 -0.65483 -0.2 -0.3 -0.3
S -0.80916 -1.93190 -0.24170 -0.2 -0.5 0.1
C -2.76448 2.37312 -0.59232 -0.2 0.2 0.3
C -0.58094 2.45007 -2.42161 -0.4 0.2 -0.2
C -1.13167 1.16731 -3.03372 0.6 -0.2 -0.2
N -0.31486 0.01171 -2.60091 -0.2 -0.1 -0.5
C -0.98773 -1.28694 -2.89507 0.6 0.4 -0.1
C -0.41548 -2.33857 -1.95845 -0.2 0.1 -0.1
H 0.52463 2.43536 -2.49280 -0.4 0.3 -0.1
H -0.95210 3.30961 -2.99293 0.3 -0.1 0.1
H -1.10206 1.25959 -4.13658 -0.2 0.1 0.4
H -2.16753 0.99071 -2.72156 0.3 0.1 -0.2
H -0.82036 -1.57640 -3.94938 -0.2 0.1 0.4
H -2.06653 -1.15726 -2.72562 0.4 -0.1 -0.1
H 0.67962 -2.38229 -2.04879 -0.3 -0.2 0.0
H -0.85181 -3.31534 -2.17917 0.3 0.0 0.0
C -2.57384 -2.33857 -0.32930 -0.1 0.2 0.4
H 0.53934 0.02112 -3.16637 -0.3 0.0 0.0
H -3.13989 -1.62404 -0.93340 0.1 -0.2 0.1
H -2.94886 -2.31523 0.69754 0.0 0.0 -0.2
H -2.69668 -3.35356 -0.71941 0.1 0.2 0.1
H -3.02258 2.27353 0.46911 0.2 0.0 -0.2
H -3.05947 1.44765 -1.09423 0.2 0.2 0.2
H -3.33666 3.21588 -0.99965 0.2 -0.2 0.0
C 5.04282 0.20568 -1.75101 0.0 0.0 0.3
C 5.05412 0.25368 -0.41198 0.1 -0.1 -0.4
H 5.05436 1.11454 -2.36397 0.0 -0.3 0.2
H 5.10236 -0.75120 -2.28284 -0.1 0.4 0.2
H 5.09818 1.19627 0.14268 -0.1 -0.3 -0.2
H 5.07720 -0.65991 0.18969 0.0 0.4 -0.2
F -1.37641 2.91362 6.76622 0.3 -0.8 0.0
C -0.79098 1.70987 6.44359 -0.1 0.4 0.0
C -0.61488 1.42924 5.10849 0.4 -0.5 0.3
C 0.12998 0.28879 4.73930 -0.1 -0.2 0.2
C 0.60602 0.08893 3.37119 0.0 0.2 -1.1
O 0.09835 0.64208 2.35106 0.8 -0.3 1.0
C 1.73120 -0.82456 3.25360 -0.3 -0.4 0.0
C 1.83420 -1.85662 4.13839 -0.2 1.0 0.2
N 1.22957 -1.80457 5.37304 -0.6 1.6 -1.2
C 1.56825 -2.78942 6.32176 0.4 -1.2 1.0
C 1.96594 -4.15005 5.82984 -0.2 -0.6 0.0
C 2.99817 -3.22899 6.38417 0.7 0.1 0.4
C 0.53991 -0.62782 5.73754 0.5 -0.4 -0.1
C 0.30627 -0.34365 7.09083 -0.6 0.9 0.4
C -0.32679 0.86314 7.48464 0.2 -0.6 -0.9
N -0.44706 1.17762 8.84075 0.2 -0.2 0.5
C 0.63236 0.84700 9.76556 0.0 0.1 -0.5
C 0.08571 0.13256 10.99031 0.3 -0.4 -0.6
N -0.96493 0.99939 11.56424 -0.2 0.4 1.1
C -2.05603 1.43298 10.65933 -0.4 -0.1 -1.0
C -1.41816 2.08139 9.42621 0.0 0.1 -0.2
C 2.54711 -0.75894 1.98154 -0.2 -0.2 -0.3
O 3.14251 0.34861 1.75463 -0.9 -1.0 0.1
O 2.41121 -1.71464 1.16062 0.2 1.3 0.3
H -0.98497 2.09550 4.33425 0.2 0.0 0.2
H 2.44249 -2.72894 3.89352 -0.2 0.4 0.2
H 1.03517 -2.76761 7.26907 -0.1 0.1 -0.5
H 1.71907 -4.99878 6.46457 -0.1 0.2 -0.3
H 1.92914 -4.35345 4.75985 0.0 0.0 0.4
H 3.69378 -2.74282 5.69361 -0.2 -0.2 0.4
H 3.38689 -3.50083 7.36658 0.1 0.2 -0.4
H 0.63379 -1.04121 7.86444 -0.2 0.4 -0.4
H 1.15168 1.77134 10.08953 -0.1 -0.2 -0.1
H 1.37127 0.22886 9.25177 -0.1 0.1 0.3
H -0.38735 -0.81540 10.73937 0.0 0.0 -0.1
H 0.85082 -0.03175 11.75067 -0.1 0.1 0.0
H -1.38475 0.54127 12.37461 0.2 0.2 0.2
H -0.50297 1.85707 11.86807 0.0 0.1 0.4
H -2.70295 2.13344 11.19969 0.2 -0.2 0.0
H -2.62889 0.54116 10.39390 0.1 0.1 0.0
H -0.91582 3.01553 9.74412 -0.2 -0.1 -0.2
H -2.19267 2.33101 8.70019 0.1 0.0 0.2
```
Positions in Å, forces in eV/Å.

---

No. 3
C25H37BeN3O4 | ωB97M-V/def2-TZVPD

Values from the calculation:
E_tot ... -39584.3831 eV

Structure (XYZ):
```
70
Properties=species:S:1:pos:R:3:forces:R:3
Be -0.00398 0.17911 0.12286 -0.5 0.0 -0.1
C -0.24426 -4.19395 0.76518 -0.3 0.3 0.6
C -1.26587 -3.10609 0.38816 1.1 0.4 -0.3
O -0.88129 -1.85105 0.81860 0.8 2.0 0.2
H -0.59836 -5.19644 0.51389 0.1 0.0 -0.2
H -0.08870 -4.16128 1.84837 -0.1 -0.1 0.0
H 0.72704 -3.96949 0.32139 -0.1 -0.2 -0.3
H -2.23504 -3.36815 0.83976 -0.2 -0.2 -0.3
H -1.30875 -3.13025 -0.71636 -0.6 -0.2 -0.1
C 1.26774 2.77023 -3.05561 0.0 -0.4 0.4
C 0.99455 3.25319 -1.62399 -0.2 -0.1 0.1
O 0.85450 2.25281 -0.68930 -0.4 -1.7 1.1
H 2.17825 2.16520 -3.03859 -0.1 -0.1 -0.1
H 1.44048 3.56879 -3.78065 -0.2 0.1 0.1
H 0.44156 2.12543 -3.36486 0.0 0.0 -0.2
H 0.10134 3.90633 -1.61456 -0.1 0.2 -0.3
H 1.83725 3.91252 -1.34971 0.0 0.1 0.1
N -2.11264 1.12867 0.53077 0.6 -0.2 -0.6
C -3.09408 0.41061 1.06295 -0.2 -0.6 0.6
C -4.31555 0.94311 1.46522 0.6 0.2 -0.6
C -4.51143 2.29236 1.23960 -0.4 0.0 0.3
C -3.50789 3.06123 0.66070 -0.7 -0.5 -0.2
C -2.34691 2.41991 0.26459 0.5 0.3 0.2
H -2.91820 -0.65177 1.20014 0.4 0.0 -0.1
H -5.07734 0.28956 1.86391 0.0 0.1 0.1
H -5.47436 2.72276 1.48847 0.1 0.2 0.1
H -3.73360 4.09555 0.44485 0.4 0.1 -0.1
H -1.55788 2.94347 -0.26487 0.2 -0.1 0.1
N 0.10960 0.95207 2.42683 0.2 -0.4 -0.1
C -0.17032 0.05149 3.36771 -0.5 -1.1 0.2
C 0.02101 0.26963 4.71737 1.0 1.4 0.8
C 0.60775 1.47981 5.09858 -0.6 0.3 -0.1
C 0.87976 2.45336 4.14928 0.2 -0.8 -0.1
C 0.61595 2.12262 2.82763 -0.2 0.3 -1.0
H -0.57701 -0.90208 3.04049 0.0 0.1 -0.4
H -0.17831 -0.36543 5.56863 -0.4 -0.7 -0.6
H 0.74629 1.70688 6.14863 0.2 -0.1 0.0
H 1.36157 3.38002 4.42390 -0.2 0.1 -0.1
H 0.75820 2.79751 1.98898 0.3 0.2 0.1
N 1.42395 -0.81111 -1.44860 -0.3 0.8 0.0
C 1.14027 -1.86172 -2.22608 -0.8 -0.3 1.1
C 1.96352 -2.36351 -3.20919 -0.2 0.6 -0.5
C 3.14866 -1.68708 -3.46088 0.5 -0.3 0.4
C 3.50146 -0.63011 -2.63894 -0.6 -0.1 -0.2
C 2.57310 -0.18388 -1.69619 1.0 -0.1 0.5
H 0.21730 -2.35847 -1.94733 0.0 0.0 -0.2
H 1.61150 -3.18597 -3.81511 0.2 -0.1 0.0
H 3.85999 -2.01542 -4.20848 -0.2 -0.1 -0.1
H 4.47383 -0.17500 -2.75938 -0.1 0.3 0.1
H 2.83963 0.64287 -1.05108 -0.4 0.2 0.0
C 2.75933 -2.34554 1.67423 -0.7 -0.1 -0.6
C 3.14220 -0.88688 1.63243 -0.3 -0.6 0.6
O 2.36980 -0.04663 1.23308 0.1 0.3 -0.3
C 4.47743 -0.51816 2.23289 -0.3 0.6 -0.1
H 3.17570 -2.86734 2.53170 0.2 -0.1 -0.2
H 3.00490 -2.83417 0.72483 0.7 0.0 0.1
H 1.67252 -2.46559 1.64093 0.0 0.4 0.4
H 4.42044 0.52810 2.53350 0.1 0.0 0.1
H 5.27525 -0.58875 1.49206 0.0 -0.3 0.0
H 4.67124 -1.14916 3.09742 0.3 0.0 -0.1
C -2.53577 0.55734 -4.05093 0.2 0.5 0.6
C -2.54003 -0.10561 -2.68934 0.0 0.3 0.0
O -1.58971 -0.02540 -1.94898 0.4 -0.2 -0.1
C -3.81062 -0.78656 -2.24878 0.1 -0.4 -0.3
H -2.57454 -0.15400 -4.87397 -0.2 0.0 0.0
H -1.64717 1.18128 -4.13124 0.1 -0.2 -0.1
H -3.39607 1.23170 -4.06239 -0.2 -0.2 -0.3
H -4.46152 -0.09627 -1.70898 0.1 0.1 0.1
H -3.54311 -1.61701 -1.59658 -0.1 0.0 0.1
H -4.36454 -1.14022 -3.11956 -0.1 -0.1 0.1
```
Positions in Å, forces in eV/Å.